C15H18Cl2N2O2 in the gas phase at a distorted geometry. Source: the OMol25 dataset; level of theory: ωB97M-V with the def2-TZVPD basis set.

- highest occupied orbital energy (eV) = -8.87
- lowest unoccupied orbital energy (eV) = 0.59
- relative energy (zero: lowest compared OMol25 entry of this formula, charge and spin) (kcal/mol) = 49.3
- Kohn-Sham gap (eV) = 9.46
- M (Da) = 329.23

The geometry in ORCA input format:
```
! RIJCOSX wB97M-V def2-TZVPD def2/J DEFGRID3
* xyz 0 1
C -2.51969 0.53259 1.41156
C -2.66687 1.10845 0.00605
C -2.42840 0.01165 -1.04844
C -1.68264 0.54695 -2.26709
C -0.27911 0.97290 -1.83871
C -0.34032 1.75430 -0.55084
N 0.60397 1.94880 0.27162
N 1.83636 1.41890 0.05577
C 2.73862 1.30364 1.06553
O 2.70780 1.89473 2.11473
C 3.83047 0.26863 0.73135
O 3.35291 -0.77932 -0.08982
C 2.22791 -1.44242 0.30103
C 1.66407 -1.39258 1.57172
C 0.48348 -2.05947 1.84846
C -0.14673 -2.79025 0.85575
Cl -1.63685 -3.59432 1.18727
C 0.40348 -2.87464 -0.41485
C 1.57953 -2.20095 -0.68314
Cl 2.26056 -2.25844 -2.26981
C -1.68632 2.28351 -0.18773
H -3.14837 -0.34717 1.53001
H -1.48477 0.24885 1.59245
H -2.80881 1.26612 2.16019
H -3.68279 1.50068 -0.10586
H -1.82769 -0.78744 -0.60666
H -3.38114 -0.42353 -1.35267
H -1.61028 -0.22713 -3.03322
H -2.22686 1.38844 -2.69852
H 0.33173 0.07441 -1.70113
H 0.19393 1.58064 -2.61686
H 2.01418 0.89768 -0.80207
H 4.63063 0.74181 0.15554
H 4.25247 -0.10763 1.67000
H 2.13091 -0.81784 2.35466
H 0.05219 -1.99977 2.83451
H -0.08321 -3.44191 -1.19137
H -2.04300 2.93475 -0.98807
H -1.61135 2.86637 0.72866
*
```

Atom charges from the Mulliken analysis, given in e for atoms 1 to 5: -1.425 0.337 -0.152 -1.305 0.149